Computed, not measured: 12 unconnected molecules or ions with the total composition C33H95N11O17, with ωB97M-V with the def2-TZVPD basis set.

Properties
LUMO level	0.028	eV
gap between HOMO and LUMO	7.87	eV
E_tot	-3195.3579	Ha
HOMO	-7.85	eV
energy relative to the best compared isomer or geometry (same formula, charge and spin)	578.56	kJ/mol
SMILES	COCCNCCOC.COCCNCCOC.COCCNCCOC.COCCNCCOC.COCCNCCOC.NC(N)=O.NC(N)=O.NC(N)=O.O.O.O.O
spin multiplicity	1

The geometry in XYZ format:
```
156
Properties=species:S:1:pos:R:3:forces:R:3:lowdin_charge:R:1
C 1.31231 2.21609 1.64174 0.2 -0.3 -2.0 -0.075
O 0.37746 1.18903 1.32073 -1.5 -0.2 0.8 -0.227
C 0.81353 -0.16967 1.29727 2.3 0.9 -0.2 -0.178
C 1.63689 -0.31611 0.02321 0.8 -1.3 1.1 -0.231
N 0.79598 -0.11727 -1.09592 -1.3 -0.1 -1.3 -0.052
C -0.11497 -1.27643 -1.28916 -0.3 0.4 -1.4 -0.124
C -1.10426 -1.23709 -2.49497 -0.7 0.5 -0.5 -0.178
O -0.68797 -0.57329 -3.62954 4.3 2.2 1.7 -0.244
C -1.42711 -0.48291 -4.73734 -1.3 -1.9 -1.4 -0.126
H 0.73604 3.08258 1.96609 0.2 -0.3 0.7 0.090
H 1.74890 2.53691 0.69592 0.1 0.3 -0.3 0.062
H 2.22099 1.92248 2.16728 -0.5 -0.2 1.0 0.094
H 0.03157 -0.92651 1.23535 -0.4 0.6 0.6 0.095
H 1.49377 -0.28939 2.14050 -0.2 -0.5 0.4 0.125
H 2.05282 -1.32264 -0.02154 0.2 -0.2 0.1 0.123
H 2.48000 0.37474 0.02338 0.0 0.2 0.0 0.117
H 0.27400 0.68746 -0.77962 -0.6 0.4 -0.7 0.106
H -0.82104 -1.45366 -0.47789 0.4 -0.2 0.4 0.083
H 0.53617 -2.13761 -1.43916 -0.1 -0.1 0.2 0.133
H -2.02608 -0.67953 -2.32918 -0.6 -0.4 1.3 0.103
H -1.36328 -2.24528 -2.81834 -0.1 -0.6 0.6 0.125
H -2.48609 -0.53625 -4.48471 -0.5 0.5 -0.3 0.094
H -1.17551 -1.41365 -5.24579 -0.6 -0.2 -1.1 0.076
H -1.14577 0.33974 -5.39477 -0.1 0.2 0.4 0.108
C 6.29537 6.77584 1.30146 -0.4 -2.1 -0.2 -0.060
O 6.30149 5.31388 1.38352 1.8 2.0 2.0 -0.223
C 5.30630 4.60217 0.74218 -0.4 0.4 0.7 -0.247
C 5.30637 3.15175 1.34921 0.9 1.5 -0.9 -0.189
N 5.39405 3.14434 2.79627 0.4 -1.5 0.3 -0.046
C 5.66381 1.79818 3.41585 0.4 2.5 1.5 -0.154
C 5.86376 1.99990 4.95858 -0.5 0.6 -1.0 -0.239
O 6.97230 2.86939 5.14360 0.0 -0.9 0.8 -0.193
C 7.21544 3.19114 6.52188 1.1 0.5 -1.5 -0.100
H 6.59578 7.03215 0.28551 -0.5 0.5 -0.2 0.079
H 7.01577 7.23724 1.97690 0.2 -0.6 0.1 0.079
H 5.30686 7.09682 1.62999 -0.1 0.4 -0.5 0.079
H 5.57971 4.78342 -0.29729 -0.8 -1.3 -0.7 0.120
H 4.32060 5.02905 0.92729 -0.4 0.4 0.0 0.102
H 6.24951 2.80474 0.92711 -0.1 -0.9 0.2 0.117
H 4.44717 2.63955 0.91616 -0.1 -0.4 -0.2 0.091
H 4.59531 3.54506 3.26695 -0.2 0.1 -0.4 0.058
H 6.68067 1.47582 3.19182 -0.3 -0.4 -1.0 0.116
H 4.85601 1.08084 3.27101 0.2 -0.4 -0.3 0.101
H 5.96219 1.01372 5.41230 0.5 -0.2 0.2 0.111
H 4.98898 2.44062 5.43672 -0.4 0.2 0.0 0.104
H 6.56886 4.02461 6.79643 -0.5 -0.5 0.7 0.086
H 8.21719 3.62042 6.53983 0.1 0.1 -0.2 0.079
H 7.32907 2.31561 7.16112 -0.9 0.0 0.2 0.085
C -6.77384 -4.80916 1.76005 0.6 2.4 1.5 -0.041
O -6.63973 -3.35062 2.00817 0.4 -2.1 1.3 -0.229
C -6.86068 -2.50962 0.93615 0.6 -0.4 0.0 -0.262
C -6.03015 -1.21964 1.16641 -2.1 -1.7 -2.0 -0.167
N -6.23223 -0.38370 -0.04580 1.1 -1.0 1.2 -0.061
C -5.28847 0.71586 0.04029 -0.5 0.8 -1.1 -0.212
C -3.78766 0.37525 -0.03563 -0.5 -0.4 1.2 -0.171
O -3.37055 -0.01867 1.28214 0.4 -0.1 -0.7 -0.260
C -3.03202 1.01142 2.18569 0.3 -0.6 -0.6 -0.102
H -5.81211 -5.16234 1.38796 -0.3 -0.2 -0.5 0.083
H -7.65851 -5.05386 1.17219 0.2 0.0 -0.1 0.085
H -6.87331 -5.12067 2.79984 -0.2 -0.7 -0.3 0.083
H -7.94487 -2.39724 0.93370 -0.2 0.8 -0.8 0.122
H -6.50822 -3.05424 0.06021 -0.1 0.5 -0.6 0.102
H -4.98429 -1.52656 1.17619 -0.4 0.3 0.8 0.090
H -6.47543 -0.76571 2.05172 0.8 0.3 0.4 0.128
H -7.18079 -0.04218 0.01509 0.0 0.3 -0.3 0.107
H -5.45735 1.25762 0.97092 0.3 0.3 0.3 0.108
H -5.59982 1.37950 -0.76640 0.4 0.3 -0.1 0.117
H -3.19942 1.22195 -0.38943 0.0 0.1 -0.1 0.126
H -3.51271 -0.50465 -0.61726 -0.4 0.2 -0.5 0.084
H -1.96935 1.23627 2.09479 0.2 -0.1 0.2 0.057
H -3.27395 0.52521 3.13077 0.0 0.9 0.5 0.098
H -3.55817 1.93874 1.95912 -0.4 0.0 0.4 0.092
C -2.25644 6.25294 10.41771 -0.2 0.7 1.5 -0.152
O -1.58337 7.01572 9.45780 -0.1 -0.7 -1.5 -0.179
C -1.09892 6.15432 8.38164 -1.5 0.7 1.0 -0.189
C -0.85437 6.93277 7.11576 0.8 0.5 0.0 -0.201
N 0.23484 6.29687 6.38250 1.2 0.8 1.5 -0.074
C 0.11260 6.24862 4.97512 -0.3 -1.2 -0.1 -0.211
C -0.77363 5.05644 4.64607 -0.5 2.0 -2.0 -0.241
O -0.03164 3.86946 4.69447 -1.0 -0.9 0.7 -0.179
C -0.85024 2.70187 4.64431 -0.2 -1.1 -0.4 -0.090
H -1.54205 5.67026 10.99929 0.0 -0.2 0.2 0.088
H -3.10980 5.62573 10.15989 0.3 -0.4 -1.2 0.082
H -2.77760 6.94885 11.07513 0.5 0.3 0.3 0.086
H -1.92013 5.45406 8.22881 0.3 -0.6 -0.2 0.115
H -0.18771 5.66437 8.72477 0.1 -0.2 -0.1 0.126
H -0.60723 7.95020 7.41886 0.4 0.2 0.0 0.118
H -1.71395 7.09279 6.46490 -0.5 -0.5 0.1 0.116
H 0.45952 5.38917 6.76421 0.0 0.0 -0.1 0.100
H 1.03339 6.04178 4.42972 0.5 0.3 0.4 0.103
H -0.22216 7.20870 4.58235 -0.4 -0.2 0.0 0.131
H -1.05755 5.31087 3.62492 -0.5 -0.8 -0.6 0.121
H -1.68707 5.10346 5.23897 0.0 -0.6 0.3 0.123
H -1.35884 2.49222 3.70332 0.6 0.6 -0.8 0.057
H -1.72516 2.59789 5.28602 0.2 1.0 1.0 0.088
H -0.25835 1.80982 4.84930 0.4 0.3 0.0 0.097
C 1.58848 -2.65377 -6.20827 -0.8 -0.2 -0.4 -0.107
O 1.84262 -2.88905 -7.56679 -1.6 -0.1 -1.8 -0.186
C 0.66141 -3.02842 -8.42267 -0.4 0.9 -0.5 -0.195
C -0.15222 -4.32529 -8.32254 1.9 -1.4 0.6 -0.195
N 0.78046 -5.45775 -8.60225 -0.8 -0.3 -2.2 -0.046
C 0.92921 -5.61866 -10.10660 0.6 -1.1 1.4 -0.191
C 1.74984 -6.90140 -10.50008 0.2 1.7 0.1 -0.189
O 3.12235 -6.93400 -9.99888 -2.4 0.1 1.1 -0.197
C 3.80886 -8.15713 -10.20229 0.6 0.9 -1.8 -0.121
H 0.90618 -1.82104 -6.03763 0.3 0.6 -0.2 0.060
H 2.56908 -2.45994 -5.77358 -0.4 -0.3 0.5 0.098
H 0.98352 -3.49295 -5.86492 0.6 -0.4 0.9 0.083
H 1.04707 -2.83144 -9.42295 0.3 -0.8 -0.1 0.109
H -0.06782 -2.21835 -8.43275 0.1 0.7 1.3 0.112
H -1.04976 -4.47871 -8.92168 0.3 0.8 -0.7 0.116
H -0.59049 -4.51242 -7.34223 0.4 0.4 0.5 0.089
H 1.70908 -5.19298 -8.30617 0.1 0.1 0.4 0.086
H 1.27138 -4.71950 -10.61896 0.7 0.1 0.2 0.100
H -0.02731 -5.78211 -10.60305 -0.4 -0.3 0.4 0.105
H 1.72999 -6.78594 -11.58376 0.5 -0.6 -0.4 0.107
H 1.13122 -7.75922 -10.23639 0.5 -0.3 0.4 0.114
H 4.65519 -8.29403 -9.52917 -0.3 0.3 0.4 0.083
H 4.22122 -7.92678 -11.18464 0.6 -1.0 -0.4 0.081
H 3.24708 -9.08767 -10.28353 -0.5 0.2 0.4 0.082
N -3.48890 -4.17067 -5.54803 2.3 -1.3 1.6 0.159
C -4.45149 -3.76173 -6.36146 0.4 2.5 0.0 -0.762
N -5.66001 -4.15007 -5.98603 -1.7 -0.8 0.2 0.161
O -4.21354 -2.92727 -7.20958 -0.2 0.1 -1.6 0.027
H -3.70183 -4.41884 -4.59243 0.3 -0.1 -0.3 0.084
H -2.58196 -3.76309 -5.72533 -0.2 -0.1 0.2 0.097
H -5.69245 -4.77118 -5.19026 -0.8 0.1 -0.5 0.103
H -6.44689 -3.77990 -6.49975 0.0 -0.4 0.4 0.120
N -4.16166 -3.57811 -1.64925 -1.8 0.1 -1.3 0.160
C -3.11365 -3.92895 -0.88931 0.0 -1.3 -1.4 -0.788
N -2.87932 -3.03451 0.01162 0.7 2.6 2.5 0.196
O -2.47045 -4.92804 -1.06046 1.0 -1.8 -0.4 0.054
H -4.34379 -2.58519 -1.68147 -0.5 -0.4 -0.6 0.091
H -4.43898 -4.22662 -2.37219 0.0 0.5 0.1 0.093
H -3.60573 -2.34658 0.15011 0.8 0.0 0.5 0.065
H -1.98176 -3.05024 0.47448 -0.2 0.1 0.7 0.069
N -1.06870 -2.31655 3.65849 -4.2 5.4 3.4 0.188
C -0.37754 -3.14309 2.99434 -0.8 -2.6 -2.8 -0.799
N 0.50948 -3.77995 3.68382 3.7 -2.8 1.7 0.186
O -0.66068 -3.43274 1.84072 0.8 0.3 -1.7 0.026
H -1.75686 -1.74894 3.18482 0.1 -0.4 -0.3 0.114
H -1.25612 -2.35837 4.65007 0.6 -0.1 -0.1 0.124
H 0.57467 -3.78193 4.69171 0.0 0.3 -0.3 0.119
H 0.97311 -4.54067 3.20794 -0.1 0.1 0.1 0.128
O 2.81471 4.24957 3.92296 0.3 0.1 -0.2 -0.043
H 2.90361 4.57652 4.81819 0.1 0.1 0.3 0.048
H 1.86983 4.20345 3.77703 -0.4 -0.2 0.1 -0.003
O 2.02589 -0.39142 -3.80916 1.0 -0.2 -0.7 -0.063
H 1.13305 -0.26735 -4.13113 -0.3 0.0 0.3 -0.006
H 1.96021 -0.26078 -2.86320 -0.4 0.2 0.4 -0.011
O 5.00408 -1.96475 1.82337 -0.1 0.1 0.2 -0.055
H 5.66288 -2.65871 1.79793 0.2 -0.2 0.0 0.030
H 4.59696 -1.98848 0.95739 -0.1 0.0 -0.3 0.020
O 2.66627 3.81241 -1.71525 0.2 0.0 0.1 -0.044
H 2.02233 3.12275 -1.55421 -0.1 -0.3 -0.1 0.012
H 2.17704 4.62784 -1.60582 -0.1 0.3 0.0 0.033
```
Forces are in eV/Å.